No. 1
DFT (wB97M-V/def2-TZVPD) results for an isolated molecule of C18H23N7O at a distorted geometry.

LUMO level ... 0.67 eV
Kohn-Sham gap ... 9.141 eV
Maximum force ... 0.091 Eh/bohr
SMILES ... CN1CCC[C@H]1C(=O)N1CCC(n2nnc3cnc4[nH]ccc4c32)CC1
Charge ... 0
E_HOMO ... -8.47 eV

Cartesian coordinates (Å):
O -0.76362 2.08793 -2.16996
N 3.15925 -1.68833 3.99374
N 2.19052 -1.08737 3.36801
N 6.61057 -1.39007 2.65159
C -1.30429 1.64303 -1.13689
C 5.03276 0.77535 0.22899
C 6.31473 0.88132 -0.06734
C 5.60024 -1.79754 3.45853
C 6.24239 -0.45835 1.72598
C 4.27711 -1.36155 3.27781
C 4.97044 -0.03855 1.42751
C 3.94829 -0.51436 2.25040
N 7.12835 0.12975 0.82995
N -0.43361 1.50220 -0.01468
N 2.60275 -0.43445 2.29811
N -3.52735 0.31075 -0.77165
C -3.25546 -0.95693 -1.61618
C 0.90436 2.04588 -0.05871
C -0.92753 0.60920 1.10098
C -4.87518 0.74390 -0.62609
C 1.55437 1.61165 1.23690
C 0.17142 -0.54637 1.41667
C -4.72199 2.02904 0.16119
C 1.59726 0.07943 1.26522
C -3.55169 2.70524 -0.49952
C -2.81999 1.50195 -1.29428
H 4.20742 1.13501 -0.37950
H 6.82050 1.45798 -0.87055
H 5.85089 -2.45568 4.28580
H 8.16888 -0.06200 0.76056
H -3.34671 -0.84222 -2.69891
H -3.79564 -1.81873 -1.21134
H -2.21279 -1.30650 -1.44265
H 0.95151 3.20349 -0.07986
H 1.49258 1.60163 -0.96107
H -1.18904 1.29923 1.88282
H -1.86495 0.11197 0.87315
H -5.45675 0.92116 -1.55429
H -5.41601 0.03380 -0.03738
H 2.54486 2.06967 1.11939
H 0.99539 2.07614 2.05490
H -0.03094 -1.39595 0.77770
H 0.05719 -0.91306 2.40718
H -4.39199 1.79152 1.22621
H -5.61253 2.65903 0.28689
H 1.96374 -0.34378 0.29862
H -3.89672 3.48642 -1.12602
H -2.93913 3.15922 0.27687
H -3.09416 1.67854 -2.39510

=====

No. 2
DFT (wB97M-V/def2-TZVPD) results for an isolated molecule of C18H23NO3S.

LUMO level ... 0.25 eV
Kohn-Sham gap ... 8.165 eV
Maximum force ... 0.013 Eh/bohr
SMILES ... CCCCc1c(C)nc2c(OC)cccc2c1SCCC(=O)O
Charge ... 0
E_HOMO ... -7.92 eV

Cartesian coordinates (Å):
C 3.65222 1.33452 -1.58281
C 2.18119 1.72787 -1.51752
C 1.87474 2.53137 -0.25631
H 2.26755 2.00026 0.60998
H 2.39515 3.49063 -0.30684
C 0.37958 2.81213 -0.04327
C -0.49433 1.58928 -0.06913
C -0.58591 0.72927 0.99974
C -1.49575 -0.35683 1.00465
C -1.73197 -1.16079 2.13147
C -2.60775 -2.21043 2.04853
C -3.26156 -2.49534 0.85288
C -3.08983 -1.71117 -0.27402
C -2.20709 -0.59529 -0.20792
N -2.07052 0.23046 -1.25993
C -1.30029 1.28103 -1.20204
C -1.32345 2.14971 -2.42315
H -0.32520 2.28616 -2.83016
H -1.95307 1.67887 -3.17284
H -1.73731 3.12832 -2.18373
O -3.81551 -2.09917 -1.34808
C -3.74950 -1.40919 -2.57560
H -2.73392 -1.39922 -2.97581
H -4.09996 -0.38054 -2.47449
H -4.40756 -1.96252 -3.24614
H -3.94055 -3.33062 0.78459
H -2.79821 -2.82736 2.91375
H -1.24473 -0.91635 3.06253
S 0.47786 0.95649 2.43202
C 1.79399 -0.23699 1.98620
C 1.52439 -1.65277 2.46718
C 2.63814 -2.58030 2.04951
O 3.51940 -2.31585 1.27756
O 2.52966 -3.77489 2.64234
H 3.24333 -4.36547 2.35307
H 1.42235 -1.69312 3.55307
H 0.59736 -2.03903 2.03328
H 1.91007 -0.22329 0.90394
H 2.70137 0.15300 2.44743
H 0.26720 3.28824 0.93400
H 0.03877 3.51562 -0.80186
H 1.56592 0.82406 -1.53790
H 1.92991 2.32183 -2.39984
H 4.28469 2.21913 -1.54852
H 3.86315 0.79670 -2.50418
H 3.91601 0.69159 -0.74562

=====

No. 3
DFT (wB97M-V/def2-TZVPD) results for an isolated molecule of C18H23NO5.

LUMO level ... 0.16 eV
Kohn-Sham gap ... 8.699 eV
Maximum force ... 0.012 Eh/bohr
SMILES ... CC(=O)Oc1ccc(NC(=O)CCC2CCCCC2)c(C(=O)O)c1
Charge ... 0
E_HOMO ... -8.54 eV

Cartesian coordinates (Å):
C -7.79248 -1.83074 -0.43542
C -6.51195 -1.07123 -0.65684
O -6.26946 -0.37642 -1.60354
O -5.66854 -1.29558 0.36916
C -4.42369 -0.68655 0.43775
C -4.19997 0.62440 0.07123
C -2.92754 1.18693 0.20679
C -1.86543 0.41210 0.72566
C -2.12537 -0.90991 1.10247
C -3.38159 -1.45138 0.95994
H -3.57570 -2.47187 1.25068
H -1.32057 -1.50166 1.50548
N -0.61215 0.97631 0.84700
C 0.53842 0.43642 1.36420
O 0.63168 -0.68493 1.80588
C 1.68115 1.43639 1.34652
C 3.03741 0.74993 1.49842
H 3.80267 1.50035 1.70774
H 2.97723 0.07660 2.35562
C 3.44600 -0.06384 0.26532
C 3.84027 0.83144 -0.91071
C 4.24924 -0.00498 -2.12000
C 5.41169 -0.92638 -1.76699
C 5.03152 -1.82465 -0.59488
C 4.61741 -0.98627 0.61041
H 4.33231 -1.64374 1.43405
H 5.46580 -0.38164 0.94140
H 5.87383 -2.46663 -0.32783
H 4.19951 -2.46897 -0.88800
H 5.68271 -1.53459 -2.63269
H 6.28195 -0.32410 -1.49526
H 4.53112 0.65210 -2.94601
H 3.39776 -0.60660 -2.44692
H 3.01015 1.48292 -1.19101
H 4.67784 1.46711 -0.61162
H 2.59630 -0.68680 -0.03249
H 1.52089 2.11757 2.18735
H 1.63984 2.02758 0.43138
H -0.57459 1.94205 0.51820
C -2.73621 2.58754 -0.19623
O -1.67728 3.19045 -0.17735
O -3.85420 3.19447 -0.59999
H -3.65530 4.10680 -0.86350
H -4.99652 1.22739 -0.33146
H -8.39444 -1.80037 -1.33805
H -7.57149 -2.85804 -0.15933
H -8.34023 -1.36893 0.38348

=====

No. 4
DFT (wB97M-V/def2-TZVPD) results for an isolated molecule of C18H23O5P at a distorted geometry.

LUMO level ... 0.64 eV
Kohn-Sham gap ... 10.238 eV
Maximum force ... 0.043 Eh/bohr
SMILES ... C=CCOC(=O)CCP(=O)(CCC(=O)OCC=C)c1ccccc1
Charge ... 0
E_HOMO ... -9.60 eV

Cartesian coordinates (Å):
C 7.38206 0.15345 -1.63179
C 6.36494 -0.33145 -0.94669
C 5.67986 0.39764 0.16797
H 6.03046 1.42855 0.24540
H 5.84934 -0.13291 1.11426
O 4.26820 0.48084 -0.05691
C 3.51392 -0.52755 0.39032
O 3.93922 -1.47034 1.00452
C 2.06350 -0.30823 0.02687
C 1.14531 -1.30519 0.71353
P -0.54336 -1.12673 -0.02673
O -0.46931 -1.22356 -1.48865
C -1.06956 0.48287 0.64134
C -1.20578 0.70982 2.00338
C -1.57541 1.96356 2.45651
C -1.79694 2.99140 1.55342
C -1.64043 2.76995 0.19496
C -1.27533 1.51587 -0.25933
H -1.14587 1.31390 -1.31192
H -1.80393 3.57334 -0.50783
H -2.08644 3.96811 1.91225
H -1.68891 2.14189 3.51611
H -1.01622 -0.08778 2.70826
H 1.14074 -1.15099 1.79205
H 1.49364 -2.32158 0.51079
H 1.96448 -0.41943 -1.05751
H 1.78932 0.72092 0.27115
H 5.96018 -1.31175 -1.15805
H 7.85678 -0.40922 -2.41672
H 7.78936 1.13007 -1.42766
C -1.44008 -2.51071 0.84115
C -2.85868 -2.22741 1.31703
C -3.74052 -1.76230 0.18076
O -4.89216 -2.06862 0.02286
O -3.05213 -0.95635 -0.61827
C -3.68798 -0.44258 -1.78964
C -4.28172 0.90820 -1.53644
C -4.12559 1.94571 -2.33535
H -4.59142 2.89388 -2.13065
H -3.53532 1.88322 -3.23437
H -4.87699 0.97849 -0.63577
H -4.47921 -1.14504 -2.08444
H -2.90993 -0.40828 -2.55428
H -3.30605 -3.11957 1.75988
H -2.86046 -1.43440 2.06948
H -0.82991 -2.82872 1.68849
H -1.44565 -3.32099 0.10627

=====

No. 5
DFT (wB97M-V/def2-TZVPD) results for a structure of composition C18H24AuO4S.

LUMO level ... -2.73 eV
Kohn-Sham gap ... 9.383 eV
Maximum force ... 0.011 Eh/bohr
Charge ... +1
E_HOMO ... -12.12 eV

Cartesian coordinates (Å):
Au 1.59565 -0.86965 -0.74851
C 4.51572 -1.48561 -1.51784
O 3.76626 -0.47830 -0.81652
C 3.99008 0.83685 -1.36260
C 3.75565 1.91153 -0.31612
O 2.52595 1.73450 0.36178
C 2.56248 2.05115 1.75035
C 1.50257 1.27272 2.49605
O 1.67062 -0.13292 2.44330
C 2.77771 -0.61018 3.19333
H 5.57912 -1.25982 -1.43626
H 4.21817 -1.52168 -2.56684
H 4.29996 -2.43486 -1.03701
H 3.36162 0.96076 -2.24765
H 5.03671 0.90246 -1.67054
H 3.76672 2.87931 -0.82736
H 4.57700 1.90694 0.40535
H 2.37138 3.11999 1.89536
H 3.55637 1.83631 2.15350
H 0.51705 1.47858 2.07484
H 1.49903 1.61061 3.53950
H 2.73266 -0.24545 4.22349
H 3.73063 -0.31495 2.74643
H 2.71278 -1.69567 3.19704
O -0.43849 -1.15551 -1.17973
S -1.38066 0.04961 -1.02225
C -2.68886 -0.26416 -2.16009
C -3.18030 0.81053 -2.88340
C -4.23020 0.59307 -3.76748
C -4.74562 -0.68351 -3.92318
C -4.22638 -1.75488 -3.20080
C -3.19346 -1.55184 -2.30475
C -2.21975 -0.23821 0.52408
C -3.33681 0.52907 0.83306
C -3.94712 0.35195 2.06236
C -3.43849 -0.57522 2.96559
C -2.31988 -1.32627 2.64315
C -1.69431 -1.16080 1.41291
H -2.75007 1.79722 -2.76497
H -4.63291 1.41725 -4.33985
H -5.55748 -0.85160 -4.61808
H -4.63391 -2.74745 -3.33598
H -2.77720 -2.36971 -1.73145
H -3.73517 1.24293 0.12243
H -4.82332 0.93332 2.31497
H -3.92194 -0.71214 3.92349
H -1.92935 -2.04829 3.34767
H -0.82022 -1.73800 1.14921

=====

> The lowest E_HOMO belongs to which entry?

C18H24AuO4S